1.
Here is a molecular structure, C35H52GeHgN8OS3Se from the OMol25 dataset. Energies are from the ωB97M-V functional and the def2-TZVPD basis.

multiplicity = 2
⟨S²⟩ = 0.75
LUMO (spin up / spin down) = -1.80 / -2.76 eV
gap between HOMO and LUMO (spin up / spin down) = 7.0 / 7.0 eV
total charge = +1
HOMO energy (spin up / spin down) = -8.8 / -9.8 eV

Each line ends with the Löwdin charge.
Atoms and positions in Å:
Hg 0.45043 -1.66688 0.67936  0.731
O -0.41515 -0.22006 2.28096  -0.301
C 0.28421 0.24699 3.29069  -0.367
C 0.04197 1.55171 3.76465  -0.024
C 0.77312 2.10209 4.79503  -0.075
C 1.78617 1.36809 5.41077  -0.092
C 2.01968 0.07687 4.98940  -0.046
C 1.28063 -0.51053 3.95556  -0.093
C 1.52497 -1.91989 3.64110  -0.262
N 1.42642 -2.54968 2.47918  -0.019
C 1.77324 -3.86679 2.68271  -0.128
C 2.10119 -4.04199 3.98546  -0.067
N 1.94039 -2.80838 4.57340  0.119
H -0.75833 2.11345 3.29427  0.099
H 0.55882 3.11103 5.12436  0.107
H 2.38077 1.80026 6.20309  0.103
H 2.81906 -0.48909 5.45626  0.111
H 1.76545 -4.58573 1.88252  0.104
H 2.42555 -4.90646 4.53538  0.116
H 2.04308 -2.59869 5.55212  0.160
S 0.11141 -1.28330 -1.76578  0.596
C 1.67756 -0.70505 -2.29032  -0.621
N 2.07475 -1.02219 -3.56031  -0.120
C 3.43869 -0.71153 -3.94909  -0.117
C 3.77865 0.66819 -3.46214  -0.117
N 3.58887 0.72588 -2.02431  -0.115
C 4.42557 1.70127 -1.32922  -0.141
C 4.10149 3.11754 -1.74559  -0.211
C 4.99927 3.86219 -2.49927  -0.043
C 4.68291 5.15277 -2.90580  -0.074
C 3.45954 5.70687 -2.56351  -0.084
C 2.55681 4.96911 -1.80701  -0.078
C 2.87545 3.68322 -1.40021  -0.040
C 2.48981 0.14136 -1.46818  -0.672
S 2.13635 0.44571 0.18324  0.646
C 1.40768 -2.02477 -4.38819  -0.148
C 1.33527 -1.60074 -5.83365  -0.237
C 0.66193 -0.43052 -6.17445  -0.036
C 0.58415 -0.02737 -7.49760  -0.072
C 1.17598 -0.79375 -8.49505  -0.081
C 1.84534 -1.96091 -8.16266  -0.074
C 1.92764 -2.35972 -6.83374  -0.047
H 3.50740 -0.75555 -5.03456  0.130
H 4.13404 -1.44741 -3.52598  0.145
H 3.15577 1.41319 -3.97021  0.145
H 4.82056 0.90050 -3.68144  0.134
H 5.46552 1.47264 -1.57251  0.127
H 4.28673 1.56612 -0.26022  0.072
H 5.95905 3.43366 -2.76623  0.113
H 5.39304 5.72315 -3.48992  0.106
H 3.21116 6.71194 -2.87793  0.105
H 1.60606 5.40620 -1.52717  0.099
H 2.18263 3.10590 -0.79869  0.064
H 0.40269 -2.16702 -4.00131  0.061
H 1.93734 -2.98145 -4.30132  0.133
H 0.19835 0.16396 -5.39459  0.118
H 0.05706 0.88203 -7.75519  0.106
H 1.11348 -0.47958 -9.52842  0.106
H 2.30846 -2.56067 -8.93503  0.106
H 2.45701 -3.26983 -6.57434  0.113
C -4.23351 -2.97056 4.07743  -0.224
Ge -4.66471 -1.07067 4.26375  0.752
C -4.09303 -0.39470 6.01258  -0.219
C -6.59220 -0.81426 4.02922  -0.225
C -3.62199 -0.09423 2.89823  -0.618
Se -4.29732 -0.20836 1.07483  0.834
C -5.61753 1.21144 1.20376  -0.410
H -4.86443 -3.57247 4.73257  0.019
H -3.18956 -3.15383 4.33632  0.015
H -4.39114 -3.29779 3.04843  0.001
H -4.60835 -0.91767 6.81898  0.019
H -4.31434 0.66964 6.10334  0.018
H -3.01922 -0.53189 6.14715  0.016
H -7.13137 -1.51547 4.66722  0.022
H -6.88775 -1.00522 2.99702  0.009
H -6.89792 0.19568 4.30481  0.021
H -2.61241 -0.51425 2.85373  -0.018
H -3.50221 0.96215 3.15103  0.016
H -6.05230 1.33903 0.21438  0.021
H -5.13800 2.13852 1.50934  0.009
H -6.39635 0.94152 1.91165  0.000
N -2.91096 3.46175 -0.33372  0.013
C -1.81075 3.68754 0.59588  -0.259
C -0.67235 2.73398 0.27734  -0.187
N -1.16324 1.33351 0.31123  0.125
H -3.76850 3.88296 -0.00272  0.074
H -2.18903 1.28308 0.18265  0.065
H -2.71248 3.85962 -1.24396  0.082
H -2.17033 3.48699 1.60828  0.112
H -1.41586 4.70822 0.59624  0.117
H 0.13192 2.83330 1.00496  0.108
H -0.25112 2.93244 -0.70787  0.116
H -0.73558 0.75659 -0.42362  0.037
H -0.91829 0.82307 1.22164  0.060
N -1.95569 -5.78330 0.33810  0.098
C -1.43009 -4.60492 -0.01871  -0.913
N -0.62848 -4.58973 -1.09015  0.100
S -1.79541 -3.23205 0.90870  0.607
H -1.82304 -6.62186 -0.20230  0.114
H -2.51703 -5.82554 1.17077  0.098
H -0.53887 -5.40571 -1.67396  0.113
H -0.35230 -3.69488 -1.48294  -0.004

=====

2.
Here is a molecular structure, C35H52KN3O3 in a non-equilibrium geometry from the OMol25 dataset. Energies are from the ωB97M-V functional and the def2-TZVPD basis.

LUMO = 4.20 eV
gap between HOMO and LUMO = 5.1 eV
total charge = -2
HOMO energy = -0.9 eV

Each line ends with the Löwdin charge.
Atoms and positions in Å:
K -0.32869 -0.12953 0.02912  0.794
C -5.03635 0.51407 -0.18858  -0.061
C -3.66238 0.54263 0.49526  -0.554
O -2.75159 -0.10785 -0.07191  -0.175
C -3.57694 1.27694 1.68303  -0.092
C -2.41592 1.43605 2.52689  -0.382
C -2.65059 2.09151 3.87359  -0.077
N -1.23148 1.04300 2.17557  -0.021
N -0.25602 1.18089 3.17081  0.026
C 0.97287 1.02603 2.72576  -0.535
O 1.39821 0.84863 1.54773  -0.175
C 2.01103 1.09553 3.82711  -0.130
C 1.68367 1.05411 5.18187  -0.047
C 2.67336 1.11428 6.15180  -0.119
C 4.01218 1.21966 5.78708  -0.137
C 4.34684 1.25771 4.43988  -0.110
C 3.35355 1.19094 3.47112  -0.033
H -4.89174 0.54114 -1.26997  0.065
H -5.67986 1.34108 0.12043  0.051
H -5.53971 -0.42711 0.05012  0.064
H -4.49227 1.73815 2.03929  0.064
H -3.62478 2.58398 3.89784  0.051
H -1.85817 2.80642 4.09580  0.052
H -2.61828 1.33859 4.66559  0.067
H 0.63751 0.97811 5.44667  0.096
H 2.40313 1.07466 7.20178  0.084
H 4.78513 1.26238 6.54655  0.080
H 5.38726 1.33209 4.14271  0.087
H 3.59251 1.19614 2.41490  0.103
C 1.18824 -1.63436 -2.83137  -0.070
C 0.14214 -2.57151 -2.64442  -0.161
C 0.37687 -3.20321 -1.37934  -0.172
C 1.55529 -2.62098 -0.84849  -0.091
C 2.05776 -1.65715 -1.73282  -0.266
C 3.29694 -0.80022 -1.56289  -0.558
C 2.95838 0.68489 -1.75727  -0.048
C 4.35050 -1.20271 -2.60879  -0.072
C 3.90227 -0.97209 -0.16858  -0.067
C -0.38756 -4.27479 -0.59365  -0.529
C -1.57262 -3.68842 0.19555  -0.044
C -0.87392 -5.42839 -1.48401  -0.072
C 0.53016 -4.92674 0.45542  -0.088
C -0.93409 -2.75345 -3.72024  -0.529
C -2.35206 -2.92077 -3.15538  -0.058
C -1.00204 -1.50911 -4.62491  -0.084
C -0.60551 -3.94069 -4.64507  -0.063
H 1.30069 -0.98123 -3.68616  0.084
H 1.99015 -2.85303 0.11253  0.084
H 2.50036 0.85441 -2.73403  0.076
H 3.86385 1.30120 -1.68672  0.074
H 2.25640 1.02043 -0.99178  0.061
H 3.94916 -1.08503 -3.61795  0.070
H 4.62644 -2.25224 -2.47994  0.076
H 5.25555 -0.58771 -2.51807  0.065
H 3.20396 -0.63764 0.60148  0.065
H 4.82103 -0.37970 -0.08180  0.074
H 4.15651 -2.01908 0.01664  0.076
H -2.28663 -3.17296 -0.43934  0.062
H -1.20777 -2.95746 0.91982  0.081
H -2.10257 -4.47625 0.74666  0.074
H -1.61855 -5.11292 -2.21141  0.035
H -1.32475 -6.21768 -0.87035  0.071
H -0.02917 -5.85443 -2.03156  0.082
H 0.84086 -4.20948 1.21521  0.072
H 1.42608 -5.34003 -0.01202  0.082
H -0.00938 -5.73580 0.96017  0.069
H -2.58924 -2.09721 -2.47785  0.086
H -2.48237 -3.85446 -2.61280  0.040
H -3.08093 -2.91634 -3.97476  0.072
H -1.15723 -0.60793 -4.03040  0.090
H -1.83333 -1.61319 -5.33096  0.069
H -0.08667 -1.38397 -5.20553  0.067
H -0.53345 -4.87730 -4.09396  0.053
H 0.35856 -3.76872 -5.12931  0.078
H -1.37084 -4.05624 -5.42442  0.069
O -0.61914 2.04790 -1.10576  -0.044
C -0.82465 2.94040 -0.29833  -0.496
C 0.27394 3.56927 0.53716  -0.088
C 0.50681 5.07803 0.27591  -0.171
C -0.61904 5.80471 -0.46469  -0.219
C -1.94109 5.85811 0.30446  -0.188
C -2.35120 4.48399 0.85075  -0.191
N -2.07504 3.43451 -0.09674  0.087
H 1.16916 2.98101 0.35597  0.106
H 0.01600 3.39456 1.58400  0.103
H 1.42459 5.19775 -0.30368  0.102
H 0.67861 5.58049 1.23349  0.107
H -0.79016 5.30402 -1.42107  0.110
H -0.29981 6.82449 -0.70128  0.098
H -2.72223 6.23096 -0.36594  0.099
H -1.86584 6.56403 1.13869  0.103
H -3.41655 4.46220 1.07985  0.118
H -1.83122 4.28611 1.79283  0.110
H -2.82308 2.82893 -0.39856  0.131

=====

Values for electronic energy, eV, ordered as above
-209647.5996 -64079.1818
Values for energy relative to the best compared isomer or geometry (same formula, charge and spin), kJ/mol, ordered as above
0.00 52.21